CH4BrP in the gas phase at a distorted geometry, computed with ωB97M-V/def2-TZVPD.

```
! wB97M-V def2-TZVPD RIJCOSX def2/J DEFGRID3
* xyz 0 1
Br 1.6992 0.5744 1.5957
P 0.4968 -0.9072 0.5230
C -0.2630 0.1894 -0.7146
H 0.1804 1.1256 -0.5992
H -0.1992 -0.3666 -1.6419
H -1.2607 0.3100 -0.3538
H -0.6533 -0.9256 1.1908
*
```

Properties
HOMO level: -9.212 eV
SMILES: CPBr
Orbital gap: 9.90 eV

Results of the Löwdin charge analysis, in e, for atoms 1 through 5: Br 0.19; P 0.38; C -0.43; H -0.03; H 0.02

=====

A gas-phase ion, C6H14NS (charge +1) at a distorted geometry, computed with ωB97M-V/def2-TZVPD.

```
! wB97M-V def2-TZVPD RIJCOSX def2/J DEFGRID3
* xyz 1 1
S -0.3640 -1.0403 0.4625
N -1.6012 1.2942 1.2307
C 0.5713 -1.7894 -0.7315
C -0.0676 -2.9244 -1.3584
C 0.5795 0.4994 0.8321
C 1.8853 -1.4758 -1.1674
C -1.8402 2.6107 0.4898
C -0.2665 1.2619 1.7612
H 2.5728 -1.7202 -0.3269
H 2.0172 -2.1376 -2.1763
H -0.3194 -2.7493 -2.4800
H 2.0819 -0.3559 -1.5409
H 0.6500 -3.7996 -1.3503
H -0.2773 0.7761 2.7187
H 1.6059 0.5480 1.2899
H 0.0722 2.3791 1.8950
H -2.3159 1.1470 1.9665
H -1.4991 3.5256 0.7997
H -1.0170 -3.2410 -1.0981
H -2.9123 2.5308 0.4733
H -1.5641 2.5034 -0.6715
H 0.7342 1.0396 -0.1243
*
```

Properties
HOMO level: -12.847 eV
Orbital gap: 7.63 eV

Results of the Löwdin charge analysis, in e, for atoms 1 through 5: S 1.20; N -0.17; C -0.62; C -0.12; C -0.40

=====

A molecular structure, C32H39N5Yb at a distorted geometry, computed with ωB97M-V/def2-TZVPD.

```
! wB97M-V def2-TZVPD RIJCOSX def2/J DEFGRID3
* xyz -1 2
Yb -0.0795 0.5117 -0.5609
N 2.7379 -0.1703 -4.0734
N 0.2219 2.8210 -1.0464
N -3.1260 -1.6357 -1.2150
N 1.1307 0.0416 -2.5702
N -2.7160 0.4816 -1.2619
C -1.8189 -5.0570 -0.7090
C -1.5459 0.0465 2.6340
C 1.7817 -0.8038 1.1390
C -0.8725 -3.1842 -2.0956
C 1.0860 3.6663 -3.1113
C 1.9204 0.5962 1.3278
C 1.1914 3.4745 -1.7238
C 4.0532 -0.1947 -4.6985
C -0.0565 -2.5650 1.6478
C 0.7144 1.0842 1.9010
C -1.1003 2.6790 -3.0934
C -4.0225 0.2699 -1.7008
C -2.7662 -5.5677 0.1887
C 1.5424 -0.4320 -4.7233
C -4.9136 -2.5040 0.8533
C -2.1492 -0.6661 -1.0608
C 0.5534 -0.2990 -3.7867
C 3.1009 1.4272 0.9925
C 0.3997 2.5140 2.1167
C -2.7094 -7.0073 0.5944
C -0.0477 3.2193 -3.8146
C -2.9928 -2.9450 -0.7371
C 2.4501 0.1235 -2.7793
C 2.8332 -1.7050 0.6060
C 0.4893 -1.1855 1.5992
C -3.7807 -4.7365 0.6794
C -0.1733 -0.0181 2.0744
C -1.0346 2.6336 -1.6485
C -3.8982 -3.4096 0.2348
C -2.0901 2.2352 -0.8059
C -4.3205 -1.0466 -1.6448
C -1.9036 -3.7291 -1.1600
H -0.2195 -2.4287 -1.6234
H 3.2671 -1.3121 -0.3257
H 1.9159 4.1605 -3.6239
H -1.2982 -2.7354 -3.0051
H -1.5342 -0.0225 3.7350
H -2.0324 2.2620 0.3368
H -2.1691 -0.7797 2.2624
H -1.1400 -2.5681 1.4670
H 4.2368 -1.1732 -5.1637
H -4.4623 -1.6654 1.4116
H -0.5172 -0.4121 -3.9066
H -2.0442 0.9908 2.3684
H 3.2193 0.3849 -2.0519
H -5.4913 -3.0883 1.5801
H -4.5937 1.1441 -1.9208
H -3.2501 -7.6348 -0.1260
H -1.6713 -7.3511 0.6297
H -5.2295 -1.5938 -1.8684
H 0.4057 -3.2052 0.8848
H -5.6277 -2.0894 0.1294
H 0.1136 -3.0407 2.6293
H -0.1071 3.3355 -4.9060
H 4.8186 -0.0050 -3.9386
H 2.0586 3.8417 -1.1399
H 2.4307 -2.7023 0.3941
H -3.1734 -7.1410 1.5754
H 2.8248 2.3010 0.3801
H -0.2104 -4.0018 -2.4130
H -0.4581 2.6293 2.7916
H -2.0287 2.3407 -3.5473
H 0.1663 3.0168 1.1599
H 4.1245 0.5719 -5.4832
H -1.0080 -5.6945 -1.0839
H 3.8454 0.8455 0.4348
H 1.2641 3.0370 2.5496
H 3.6622 -1.8273 1.3232
H 3.5899 1.8130 1.9032
H 1.4909 -0.6834 -5.7697
H -4.5041 -5.1158 1.4147
*
```

Properties
HOMO level (alpha / beta): -0.906 / -2.475 eV
Expectation value of S²: 0.7738
Orbital gap (alpha / beta): 3.24 / 4.80 eV

Results of the Löwdin charge analysis, in e, for atoms 1 through 5: Yb 1.26; N -0.14; N -0.09; N -0.06; N -0.02

=====

Let's list calculated total energy in order: -80432.879, -18765.084, -72795.146 eV.
Let's list ΔE to the lowest compared entry with this formula, charge and spin in order: 9.41, 69.26, 26.84 kcal per mole.